Molecular formula: C3H6N2O
Method: DFT, ωB97M-V/def2-TZVPD

The highest occupied orbital energy comes out at -8.614 eV. The LUMO energy is 0.68 eV. Its structure (SMILES) is ON1C=NCC1. The value obtained for the strongest force on any atom is 6.67 eV/Å.

Cartesian coordinates (Å):
C  -0.0173  0.8149  0.0915
C  1.4525  0.2339  0.0074
C  -0.1105  -1.3530  0.0852
H  -2.5366  0.0540  -0.7019
H  -0.1184  1.7532  -0.6004
H  -0.0213  1.3497  1.1155
H  2.0328  0.7831  0.6618
H  2.0259  0.4642  -0.8997
H  -0.9323  -2.1557  0.2318
N  -0.7892  -0.3054  -0.1269
N  1.1467  -1.3900  0.0133
O  -2.1324  -0.2491  0.1223



Molecular formula: C22H23N6O2PW
Method: DFT, ωB97M-V/def2-TZVPD

Its net charge is +4. The highest occupied orbital energy (alpha / beta) comes out at -19.093 / -20.253 eV. The LUMO energy (alpha / beta) is -14.31 / -14.18 eV. As for the spin multiplicity: 3. The expectation value of S² is 2.1379. The value obtained for the strongest force on any atom is 4.37 eV/Å.

Cartesian coordinates (Å):
W  -0.1148  -1.3000  0.0299
O  -7.5027  -1.7347  -3.4270
C  -6.3603  -1.7385  -3.2755
O  -5.6688  -0.8146  -2.4001
C  -4.4053  -1.0277  -1.8774
C  -3.2852  -0.8843  -2.6932
C  -2.0615  -1.1276  -2.2224
N  -1.8673  -1.2267  -0.8253
C  -2.9766  -1.1554  0.0196
C  -4.2467  -1.0890  -0.4966
C  -2.6354  -1.3317  1.3724
C  -3.5310  -1.1258  2.4563
C  -3.0506  -1.0543  3.7366
C  -1.6837  -1.2165  3.9293
C  -0.8840  -1.6026  2.9211
N  -1.2809  -1.6345  1.6232
C  -0.7337  -1.1927  -2.8757
C  -0.4196  -0.9454  -4.2096
C  0.8609  -1.1414  -4.7310
C  1.8503  -1.4993  -3.7626
C  1.5787  -1.7884  -2.4436
N  0.2657  -1.6748  -1.9626
H  -3.4706  -0.5498  -3.6969
H  -5.1053  -0.9505  0.1253
H  -4.5642  -1.0105  2.1554
H  -3.6725  -0.7516  4.6174
H  -1.2001  -0.9647  4.9001
H  0.1453  -1.8026  3.2021
H  -1.2181  -0.5709  -4.8605
H  1.1213  -1.0563  -5.7649
H  2.8626  -1.6037  -4.1226
H  2.3925  -2.1772  -1.8324
C  4.2737  1.7766  0.8576
N  3.2082  2.4030  0.0024
C  2.4352  3.3110  0.9208
N  1.8240  2.5827  2.0115
C  2.8781  2.0073  2.8287
N  3.7857  1.0963  2.0071
C  2.9822  -0.0934  1.7032
P  1.3886  0.2914  0.6517
C  2.3013  1.3562  -0.6555
C  0.6984  1.6716  1.7492
H  4.9717  2.5440  1.1886
H  4.8150  1.0722  0.2918
H  3.6839  2.9824  -0.7667
H  1.6076  3.7909  0.3886
H  3.0881  4.1183  1.3680
H  2.3860  1.3905  3.5726
H  3.5761  2.7400  3.2561
H  2.6838  -0.5975  2.6258
H  3.5926  -0.7914  1.1017
H  1.5493  1.8473  -1.3794
H  2.9916  0.7290  -1.1633
H  0.2219  1.3169  2.6643
H  -0.0813  2.1982  1.1665



Molecular formula: CHIS2
Method: DFT, ωB97M-V/def2-TZVPD

The highest occupied orbital energy comes out at -9.615 eV. The LUMO energy is -0.70 eV. The value obtained for the strongest force on any atom is 4.29 eV/Å.

Cartesian coordinates (Å):
C  1.0124  -0.4909  -0.4364
S  1.2627  -0.4078  1.1405
S  1.1301  -0.5888  -1.9319
I  -1.8756  1.0280  -0.2429
H  -1.5296  0.4595  1.4707



Molecular formula: C6H7N3O
Method: DFT, ωB97M-V/def2-TZVPD

The highest occupied orbital energy comes out at -9.121 eV. The LUMO energy is 0.04 eV. Its structure (SMILES) is C/C=N/c1cc[nH]c(=O)n1. The value obtained for the strongest force on any atom is 4.14 eV/Å.

Cartesian coordinates (Å):
C  -2.6878  -1.1348  -2.5100
C  -1.6493  -1.2536  -1.2534
C  0.2417  -0.2344  -0.3916
C  0.2665  1.0674  1.4585
C  2.2718  -0.1005  0.6619
C  1.5730  -0.6161  -0.4124
H  -3.5125  -2.0143  -2.8640
H  -3.1115  0.0934  -2.3492
H  -2.1743  -1.0778  -3.4286
H  -1.8320  -1.4062  -0.0117
H  2.1128  0.8472  2.3321
H  3.3286  -0.3393  0.8390
H  1.8456  -1.1310  -1.4075
N  -0.5019  -0.6985  -1.4856
N  -0.4860  0.5372  0.4348
N  1.6393  0.7411  1.4616
O  -0.1639  1.8252  2.3370



Molecular formula: C24H30AsN5OS2Sn
Method: DFT, ωB97M-V/def2-TZVPD

Its net charge is +4. The highest occupied orbital energy comes out at -17.753 eV. The LUMO energy is -14.65 eV. The value obtained for the strongest force on any atom is 0.62 eV/Å.

Cartesian coordinates (Å):
Sn  -1.5385  2.3228  0.9117
C  -2.2466  6.0090  0.7095
C  -2.9198  5.2343  1.7929
N  -2.7931  3.9363  1.9851
C  -3.5134  3.4945  3.0827
C  -4.2039  4.4726  3.7111
S  -3.9445  5.9696  2.9325
C  -3.4218  2.0768  3.4180
C  -4.0213  1.3981  4.4225
S  -3.5519  -0.2431  4.3914
C  -2.5739  0.0293  3.0350
N  -2.6028  1.2831  2.6282
C  -1.7919  -1.0524  2.3658
H  -1.7556  5.3466  -0.0021
H  -1.4977  6.6800  1.1334
H  -2.9591  6.6402  0.1785
H  -4.8479  4.3883  4.5726
H  -4.6972  1.7734  5.1749
H  -1.2217  -1.6250  3.0958
H  -1.1089  -0.6237  1.6310
H  -2.4640  -1.7475  1.8597
C  -4.5734  3.7805  -1.0472
As  -3.7993  2.0380  -0.7283
C  -5.3342  0.9685  -0.2469
C  -3.3722  1.3866  -2.4982
H  -5.4852  3.6423  -1.6270
H  -3.8858  4.4124  -1.6066
H  -4.8226  4.2561  -0.1004
H  -6.0869  1.1223  -1.0198
H  -5.7387  1.2816  0.7135
H  -5.0693  -0.0859  -0.2102
H  -4.1747  1.6809  -3.1735
H  -3.3070  0.3005  -2.4742
H  -2.4342  1.8048  -2.8576
C  7.1467  -5.4155  1.0794
C  6.3427  -4.7820  0.0665
C  4.9702  -4.3723  0.3675
C  4.1887  -3.8169  -0.5662
C  4.7205  -3.6401  -1.9248
N  4.0037  -3.1976  -2.9032
C  2.4946  -3.3116  -3.1388
O  2.2713  -4.1223  -3.9742
N  1.6154  -2.5850  -2.4301
C  1.6767  -1.2898  -1.8200
C  2.7783  -0.4485  -1.8826
C  2.6642  0.8223  -1.3523
C  1.4590  1.2084  -0.7848
N  0.3993  0.4048  -0.7002
C  0.5145  -0.8241  -1.2065
C  6.1224  -4.0188  -2.2173
C  6.8821  -4.5650  -1.2614
H  6.8332  -5.1813  2.0975
H  8.2197  -5.2807  0.9252
H  6.9850  -6.5150  0.9659
H  4.5930  -4.5457  1.3677
H  3.1708  -3.5197  -0.3483
H  4.4615  -3.2338  -3.8204
H  0.6790  -2.9068  -2.6559
H  3.7012  -0.7447  -2.3635
H  3.4901  1.5178  -1.4061
H  1.3379  2.2158  -0.4045
H  -0.3695  -1.4544  -1.1672
H  6.5059  -3.8802  -3.2238
H  7.9009  -4.8693  -1.4714



Molecular formula: C5H9N3
Method: DFT, ωB97M-V/def2-TZVPD

The highest occupied orbital energy comes out at -7.998 eV. The LUMO energy is 0.50 eV. The value obtained for the strongest force on any atom is 4.72 eV/Å.

Cartesian coordinates (Å):
C  2.0353  -0.1069  1.0713
N  1.3151  0.5130  -0.0271
C  0.8954  -0.2309  -1.2187
N  1.0318  -0.3171  -2.3845
H  1.6686  1.4386  -0.2487
H  3.0411  -0.4094  0.7792
H  1.4877  -1.0097  1.3421
H  2.0892  0.5871  1.9140
C  -0.8995  0.2971  0.6387
C  -1.5578  -1.4276  -1.0860
C  -1.6994  1.3467  0.3530
N  -0.7240  -0.8601  -0.3386
H  -0.9020  -0.1138  1.6427
H  -2.5730  -1.0437  -1.1761
H  -1.2070  -2.2181  -1.7401
H  -1.7011  1.7578  -0.6466
H  -2.3003  1.7971  1.1253



Molecular formula: C10H30AlClIP3
Method: DFT, ωB97M-V/def2-TZVPD

Its net charge is +2. The highest occupied orbital energy comes out at -14.129 eV. The LUMO energy is -6.38 eV. The value obtained for the strongest force on any atom is 3.41 eV/Å.

Cartesian coordinates (Å):
C  0.5044  0.2579  -0.0855
I  -1.1119  -2.2726  0.9986
H  1.5062  0.1043  0.3493
H  0.3923  -0.4043  -0.9460
H  -0.2474  0.0213  0.6871
Al  0.2376  2.2563  -0.7904
P  -1.1561  1.1556  -2.4776
C  -1.4214  -0.6462  -2.7048
C  -2.8605  1.7868  -2.5741
H  -3.2463  1.6497  -3.5898
H  -0.9782  1.3727  -4.8986
H  -2.8827  2.8484  -2.3019
H  -0.0701  2.6759  -4.0336
H  -2.1642  -1.0069  -1.9785
H  -3.4735  1.2205  -1.8624
C  -0.3258  1.6092  -4.0483
H  -1.7914  -0.8051  -3.7320
H  0.6081  1.0404  -4.1404
H  -0.4991  -1.2319  -2.5732
P  0.1850  2.8633  1.5440
C  0.4403  1.6623  2.8992
C  1.5662  4.0170  1.8560
H  -1.6614  4.4238  1.3857
H  -0.9936  4.3637  3.0441
H  -2.0541  3.0471  2.4448
C  -1.2703  3.7632  2.1673
H  1.6011  4.7698  1.0615
H  1.4353  4.5038  2.8316
H  0.7328  2.1865  3.8198
H  1.2312  0.9480  2.6458
H  2.5150  3.4669  1.8498
H  -0.4821  1.0986  3.0886
Cl  1.8102  3.2441  -1.7890
C  1.5462  -3.6809  2.4473
P  0.6555  -3.9076  0.9073
C  1.6174  -3.5939  -0.5766
C  -0.0265  -5.5689  0.8673
H  2.3095  -2.8994  2.3294
H  1.9873  -4.6475  2.7410
H  0.8493  -3.3516  3.2318
H  2.2047  -4.5008  -0.7882
H  0.9661  -3.3759  -1.4350
H  2.2890  -2.7355  -0.4357
H  0.7946  -6.2895  0.9954
H  -0.7613  -5.6954  1.6743
H  -0.5077  -5.7433  -0.1052